# C4H8O2

C4H8O2 in the gas phase (ωB97M-V with the def2-TZVPD basis set, the OMol25 dataset).

Geometry as XYZ:
```
14
C4H8O2 | the OMol25 dataset | ωB97M-V with the def2-TZVPD basis set
C -0.145 1.647 -0.039
C -0.346 0.063 -0.070
C 1.043 -0.413 0.182
C -1.443 -0.793 0.466
H 0.685 1.726 0.703
H 0.253 1.860 -1.051
H -0.967 2.333 0.047
H -0.569 -0.102 -1.109
H 1.399 -0.568 1.208
H 1.742 0.171 -0.403
H 0.799 -1.889 -1.039
H -1.179 -1.228 1.523
O 1.137 -1.796 -0.155
O -2.409 -1.011 -0.261
```

**Energy above the lowest of the compared OMol25 structures with the same formula, charge and spin**: 2.459 eV
**Highest occupied orbital energy**: -10.00 eV
**Structure (SMILES)**: C[C@H](C=O)CO
**F_max**: 2.6 eV Å⁻¹
**Kohn-Sham gap**: 0.3916 Eh
**Molecular weight**: 88.11 g/mol
**E_tot**: -8370.8229 eV
**Spin multiplicity**: 1